ORCA calculation (ωB97M-V/def2-TZVPD) on C18H37BBr15N2O3P as an isolated structure.

Properties
2S+1: 1
HOMO level: -8.4 eV
Orbital gap: 8.35 eV
Molecular weight: 1569.85 Da

The geometry in XYZ format:
```
77
Properties=species:S:1:pos:R:3:mulliken_charge:R:1
N -0.6338 -2.0961 0.4835 -0.19
B -0.0588 -0.7569 0.6292 0.17
O -0.3151 0.1562 -0.4198 -0.75
C 0.8014 -0.2234 1.8970 1.17
P 2.5139 0.0920 1.1922 0.34
O 2.2877 1.4196 0.1943 -0.44
Br 3.8859 0.8425 2.8591 -0.31
C 0.6379 -1.2235 3.0829 -0.64
C -0.7690 -0.6893 3.6642 -0.55
N -0.9958 0.6911 3.1427 -0.24
C 0.3109 1.0749 2.6378 -0.27
O 0.8446 2.1037 2.8247 -0.53
H 0.0080 -2.8324 0.7699 0.13
H -1.5369 -2.1876 0.9431 0.24
H -1.0886 0.6657 -0.1276 0.15
H 2.7724 2.1731 0.5711 0.29
H 1.4716 -1.2648 3.8060 0.40
H 0.4068 -2.2782 2.8521 0.14
H -1.6311 -1.2912 3.3300 0.36
H -0.6466 -0.5209 4.7468 0.32
H -1.7354 0.8109 2.4568 0.25
Br -1.1202 -3.5021 -2.7942 -0.15
C 0.6357 -2.7675 -3.2051 -0.50
C 1.7335 -3.7575 -2.9128 -0.61
Br 2.0796 -3.8716 -1.0008 -0.11
H 0.7314 -1.8450 -2.6367 0.23
H 0.6033 -2.5334 -4.2680 0.37
H 2.6733 -3.4286 -3.3535 0.37
H 1.5088 -4.7633 -3.2570 0.36
Br -5.8431 1.2055 -4.0318 -0.16
C -4.3717 -0.0437 -4.3201 -0.85
C -4.1716 -0.9382 -3.1199 -0.37
Br -3.2652 0.0045 -1.6777 -0.09
H -3.4957 0.5414 -4.5510 0.44
H -4.6632 -0.6345 -5.1834 0.44
H -3.5157 -1.7716 -3.3691 0.12
H -5.1012 -1.3241 -2.7107 0.40
Br 4.1420 -3.5360 2.7415 -0.10
C 5.6340 -3.2471 3.9603 -0.09
C 6.8538 -2.7578 3.2279 -0.54
Br 7.7395 -4.2101 2.2774 -0.16
H 5.7980 -4.1845 4.4885 -0.21
H 5.2829 -2.4945 4.6653 0.33
H 7.5965 -2.3834 3.9309 0.38
H 6.6323 -1.9869 2.4944 0.38
Br 6.7268 -5.5323 6.2317 -0.10
C 5.6325 -5.7744 7.8240 -0.57
C 4.1705 -5.8614 7.4735 -0.61
Br 3.4332 -4.1052 7.0654 -0.13
H 5.8632 -4.9516 8.4950 0.37
H 5.9764 -6.7073 8.2678 0.33
H 3.5940 -6.2219 8.3239 0.37
H 3.9750 -6.4945 6.6122 0.37
Br -4.2671 1.3135 -6.4358 -0.04
C -5.0965 2.8947 -7.2126 -0.66
C -4.3298 3.3997 -8.4079 -0.58
Br -2.7199 4.3516 -7.8653 -0.08
H -5.1763 3.6288 -6.4144 0.43
H -6.0950 2.5741 -7.5079 0.38
H -4.9183 4.1303 -8.9612 0.37
H -4.0171 2.6072 -9.0815 0.36
Br -4.6774 3.0042 2.1313 -0.14
C -3.7633 3.4247 3.8011 -0.57
C -3.9280 2.3225 4.8133 -0.46
Br -5.7001 2.3570 5.6221 -0.15
H -4.1529 4.3799 4.1419 0.43
H -2.7146 3.5393 3.5305 0.28
H -3.2346 2.4581 5.6413 0.37
H -3.7926 1.3312 4.3905 0.23
Br -1.2105 6.8424 -4.2227 -0.11
C -0.1856 6.4942 -5.8404 -0.18
C 0.1200 7.7678 -6.5840 -0.60
Br -1.4381 8.4208 -7.5539 -0.14
H -0.7575 5.7833 -6.4290 -0.12
H 0.7337 6.0211 -5.4986 0.34
H 0.8763 7.5925 -7.3475 0.34
H 0.4470 8.5739 -5.9331 0.38
```


ORCA calculation (ωB97M-V/def2-TZVPD) on a 3-piece molecular cluster, C18H37ClINO3 overall.

Properties
2S+1: 1
HOMO level: -10.0 eV
Orbital gap: 9.75 eV
SMILES string: C[C@H](Cl)COC(=O)NCC(=O)I.CCCCCC.CCCCCC
Molecular weight: 477.85 Da

The geometry in XYZ format:
```
61
Properties=species:S:1:pos:R:3:mulliken_charge:R:1
C 6.3498 -2.4298 1.9924 -0.98
C 5.2671 -1.8812 0.9331 0.11
Cl 5.8256 -0.3174 0.1020 -0.22
C 3.7830 -1.7619 1.5128 -0.23
O 3.5462 -0.5456 2.2815 -0.27
C 2.3960 -0.6620 3.1031 0.29
O 2.5772 -1.0575 4.2911 -0.52
N 1.0381 -0.3101 2.7079 0.13
C 0.5362 -1.1154 1.5579 -0.37
C 0.6123 -2.7023 1.7509 -0.11
O 0.6594 -3.3954 0.6982 -0.53
I 0.5919 -3.7735 3.6355 0.10
H 6.7210 -3.4806 1.7115 0.27
H 7.2611 -1.7423 1.9138 0.32
H 5.9672 -2.4949 3.0618 0.27
H 5.2140 -2.6789 0.1016 0.35
H 3.0628 -1.7087 0.6091 0.07
H 3.5123 -2.7236 2.0670 0.25
H 0.3847 -0.2880 3.4996 0.37
H 1.0543 -0.8032 0.5904 0.27
H -0.5818 -0.8668 1.4022 0.41
C -2.0304 -2.6491 -0.9536 -0.99
C -1.7314 -1.3947 -1.7646 0.50
C -2.7913 -1.0910 -2.8249 -1.02
C -2.9512 -2.1568 -3.9126 -0.76
C -1.6823 -2.4797 -4.7031 -0.33
C -1.1417 -1.2909 -5.4862 -1.18
H -2.0461 -3.5420 -1.5822 0.40
H -1.2617 -2.7948 -0.1912 -0.02
H -2.9968 -2.5640 -0.4484 0.26
H -0.7424 -1.4820 -2.2247 0.33
H -1.6770 -0.5417 -1.0781 -0.22
H -2.5555 -0.1277 -3.2903 0.33
H -3.7593 -0.9550 -2.3293 0.41
H -3.7284 -1.8232 -4.6101 0.41
H -3.3296 -3.0813 -3.4637 0.29
H -1.9099 -3.2861 -5.4086 0.37
H -0.9042 -2.8659 -4.0376 0.24
H -1.8895 -0.9152 -6.1898 0.29
H -0.2590 -1.5873 -6.0590 0.38
H -0.8467 -0.4725 -4.8255 0.27
C -1.8930 5.8031 2.3675 -1.20
C -2.2710 4.9388 1.1717 -0.42
C -2.4097 3.4550 1.5166 -0.78
C -1.1315 2.7793 2.0217 -0.38
C 0.0664 2.8540 1.0741 -0.42
C -0.1721 2.1508 -0.2514 -0.85
H -0.9166 5.5276 2.7721 0.28
H -1.8438 6.8540 2.0715 0.38
H -2.6361 5.7110 3.1641 0.29
H -1.5394 5.0796 0.3706 0.23
H -3.2302 5.2917 0.7773 0.39
H -2.7785 2.9227 0.6329 0.27
H -3.1866 3.3401 2.2811 0.41
H -1.3567 1.7252 2.2264 0.12
H -0.8449 3.2159 2.9844 0.38
H 0.9263 2.3858 1.5649 0.30
H 0.3473 3.8959 0.8930 0.37
H -0.4121 1.0959 -0.0928 -0.14
H 0.7264 2.2033 -0.8721 0.42
H -0.9883 2.6102 -0.8136 0.37
```


ORCA calculation (ωB97M-V/def2-TZVPD) on C18H37CrOP3S as an isolated structure.

Properties
2S+1: 4
Net charge: +3
HOMO level (spin up / spin down): -16.2 / -17.4 eV
Orbital gap (spin up / spin down): 6.07 / 7.12 eV
Molecular weight: 446.48 Da
Expectation value of S²: 3.900

The geometry in XYZ format:
```
61
Properties=species:S:1:pos:R:3:lowdin_spin:R:1
Cr -0.6844 -0.7492 0.4757 2.11
P -0.6214 1.2156 1.7946 0.00
P -2.8308 -1.3996 0.6905 0.00
P 3.5363 1.0326 0.2807 0.00
H 2.0376 -1.7148 -3.3799 0.01
C 2.6753 -1.4573 -2.5279 0.20
C 2.6519 -2.3693 -1.4192 0.24
H 2.1338 -3.3197 -1.5589 0.01
C -0.6404 2.8371 0.9205 0.00
C -2.1346 1.3236 2.8206 0.01
C 0.5933 1.5550 3.1447 -0.01
C -3.2687 -2.9575 -0.0742 -0.01
C -3.4908 -1.5689 2.3874 0.01
C -3.7180 -0.0402 -0.1206 0.01
C 4.9877 0.5134 -0.6329 0.00
C 3.4090 0.1899 1.8738 0.00
C 3.2744 2.8069 0.3206 0.00
H 3.5598 -0.8378 -2.7131 0.01
H 3.4823 -2.4019 -0.7056 0.01
H -0.9040 3.6424 1.6257 0.00
H -1.3809 2.8148 0.1088 0.00
H 0.3437 3.0526 0.4788 0.00
H -1.9956 2.1458 3.5304 0.00
H -2.2782 0.3952 3.3809 0.00
H -3.0318 1.5078 2.2241 0.00
H 0.1694 2.2851 3.8488 0.00
H 1.5380 1.9672 2.7681 0.00
H 0.7901 0.6258 3.6957 0.00
H -3.6579 -3.6795 0.6643 0.00
H -2.3474 -3.3624 -0.5098 0.00
H -3.9952 -2.8339 -0.8910 0.00
H -4.0688 -0.6770 2.6788 0.00
H -2.6499 -1.7000 3.0898 0.00
H -4.1187 -2.4732 2.4221 0.00
H -4.6721 -0.4439 -0.4882 0.00
H -3.1299 0.3460 -0.9699 0.00
H -3.8959 0.7935 0.5766 0.00
H 5.8181 1.2181 -0.5112 0.00
H 4.7093 0.4377 -1.6883 0.00
H 5.2672 -0.5003 -0.3269 0.00
H 4.4063 0.0720 2.3310 0.00
H 2.9450 -0.7949 1.7057 0.00
H 2.7871 0.7079 2.6127 0.00
H 4.1633 3.3349 -0.0554 0.00
H 3.0542 3.2055 1.3211 0.00
H 2.4223 3.0492 -0.3309 0.00
C -0.3622 -0.5568 -2.1851 0.04
C -0.4560 0.7584 -2.7066 0.04
C -1.3064 0.9925 -3.7841 0.00
C -2.0664 -0.0547 -4.3444 0.04
C -2.0557 -1.3237 -3.7491 0.00
C -1.2263 -1.5811 -2.6549 0.03
S 1.0535 -0.9308 -1.1386 0.28
H 2.5169 0.4613 -0.5523 0.00
H 0.2095 1.5275 -2.2999 0.00
H -1.3248 1.9963 -4.2348 0.00
H -2.6281 0.1478 -5.2640 0.00
H -2.6990 -2.1200 -4.1355 0.00
H -1.2338 -2.5728 -2.1824 0.00
O 0.4557 -2.5787 2.5956 0.00
C -0.1169 -1.9596 1.7675 -0.04
```


ORCA calculation (ωB97M-V/def2-TZVPD) on C18H37N2O3P3Ru as an isolated structure.

Properties
2S+1: 5
Net charge: +4
HOMO level (spin up / spin down): -16.9 / -19.5 eV
Orbital gap (spin up / spin down): 5.09 / 2.14 eV
Molecular weight: 523.50 Da
Expectation value of S²: 6.040

The geometry in XYZ format:
```
64
Properties=species:S:1:pos:R:3:lowdin_spin:R:1
P -2.5720 -0.8021 -1.7857 0.58
C -3.8591 -0.8985 -0.4838 0.09
H -4.8737 -0.8247 -0.9042 0.02
H -3.6697 -0.0760 0.2254 0.01
H -3.7224 -1.8431 0.0635 0.00
C -3.3361 0.1205 -3.1567 0.09
H -2.6886 0.0065 -4.0418 0.00
H -3.3181 1.1836 -2.8605 0.00
H -4.3623 -0.2118 -3.3691 0.02
C -2.5488 -2.5381 -2.3812 0.08
H -3.3788 -2.7519 -3.0763 0.02
H -2.5773 -3.2204 -1.5131 0.00
H -1.5864 -2.7078 -2.8946 0.00
P 2.8371 -1.9648 0.7574 0.25
C 2.1954 -2.4002 2.4159 0.04
H 2.8806 -3.0757 2.9623 0.01
H 1.2187 -2.8954 2.2958 0.00
H 2.0381 -1.4747 2.9897 0.00
C 3.1818 -3.6059 0.0196 0.03
H 3.6576 -3.4852 -0.9654 0.00
H 2.2100 -4.1015 -0.1520 0.00
H 3.7996 -4.2592 0.6618 0.01
C 4.4061 -1.1044 1.0915 0.04
H 5.2194 -1.7706 1.4207 0.01
H 4.2161 -0.3458 1.8675 0.00
H 4.7241 -0.5658 0.1881 0.00
P 0.2791 2.9866 0.5573 0.10
C -0.4094 3.4842 2.1250 0.02
H -0.6067 4.5643 2.0967 0.00
H 0.2971 3.2652 2.9361 0.00
H -1.3471 2.9384 2.3029 0.00
C 1.7214 3.9469 0.1685 0.01
H 1.4919 4.9882 0.4210 0.00
H 1.9790 3.8766 -0.8914 0.00
H 2.5763 3.6163 0.7692 0.00
C -0.9885 2.9939 -0.6998 0.01
H -1.3181 4.0331 -0.8483 0.00
H -1.8431 2.3937 -0.3567 0.00
H -0.6289 2.5932 -1.6564 0.00
Ru 1.4678 -0.2176 -1.0075 0.51
C 0.2722 -1.4078 -0.2227 0.06
O -0.5391 -2.1136 0.2676 0.00
C 0.8729 1.1918 0.7611 0.35
O 1.0233 0.7436 1.8901 0.44
C 3.0840 0.6381 -2.2350 0.02
C 1.9018 1.3133 -2.5041 0.05
C 0.7511 0.5950 -2.8471 0.01
C 0.8008 -0.7960 -2.9381 0.00
C 1.9478 -1.4890 -2.5321 0.02
C 3.1058 -0.7623 -2.1748 0.08
H 3.9873 1.2117 -2.0342 0.00
H 1.8829 2.3978 -2.4986 0.00
H -0.1643 1.1212 -3.0652 0.00
H -0.0640 -1.3294 -3.3155 0.00
H 1.9650 -2.5692 -2.5497 0.00
H 4.0191 -1.2738 -1.8984 0.00
N -2.3812 -0.6303 3.3943 0.25
C -2.8985 0.5811 2.9982 0.05
N -3.7671 1.1401 3.9177 0.65
O -2.6233 1.1226 1.9203 0.01
H -2.4179 -0.8708 4.3744 0.00
H -1.5784 -0.9398 2.8569 0.01
H -4.3531 1.8637 3.5177 0.01
H -4.2140 0.5072 4.5703 0.01
```


ORCA calculation (ωB97M-V/def2-TZVPD) on C18H37N3OPtSeSi4 as an isolated structure.

Properties
2S+1: 1
Net charge: +2
HOMO level: -14.1 eV
Orbital gap: 6.31 eV
Molecular weight: 697.90 Da

The geometry in XYZ format:
```
65
Properties=species:S:1:pos:R:3:mulliken_charge:R:1
Pt 0.9285 -0.0208 1.0154 1.46
N 4.8328 -1.2839 -0.3033 -0.34
C 3.5869 -1.2060 0.1329 0.49
O 2.7194 -0.5788 -0.5264 -0.77
C 3.2067 -1.8736 1.4298 -0.67
C 2.3517 -0.9512 2.2949 -1.35
H 5.0851 -0.8649 -1.1857 0.27
H 5.5348 -1.7996 0.2024 0.24
H 4.0737 -2.2523 1.9766 0.60
H 2.6122 -2.7434 1.1403 0.07
H 2.8653 -0.0429 2.6352 0.78
H 1.9520 -1.4969 3.1391 0.35
Se 2.7942 2.5630 -0.1414 0.34
N 1.1327 2.0017 0.3062 -0.50
C 0.2922 3.0183 0.1491 0.12
C -1.1167 2.9945 0.3418 -0.08
C -1.8207 4.1307 0.1079 -0.97
C -1.1940 5.3517 -0.3132 -0.68
C 0.1422 5.4192 -0.5081 -0.74
C 0.9252 4.2407 -0.2857 0.97
N 2.2294 4.1876 -0.4690 -0.75
H -1.6001 2.0825 0.6676 0.47
H -2.8942 4.1271 0.2430 0.50
H -1.8116 6.2247 -0.4684 0.44
H 0.6415 6.3248 -0.8199 0.51
C -2.7708 -2.9646 -0.8294 -1.15
Si -0.9140 -3.0937 -0.6804 0.69
C -0.1059 -3.9787 -2.1153 -1.17
C -0.3387 -3.7307 0.9747 -0.64
Si -0.0574 -0.8400 -0.8578 -0.45
Si -0.4928 0.4164 -2.8799 0.53
C 0.4852 1.9979 -2.9437 -0.67
C -0.0147 -0.7517 -4.2505 -1.08
C -2.3305 0.6699 -2.6444 -0.99
Si -0.7341 0.0839 2.7381 0.88
C -0.4805 1.7778 3.5095 -1.27
C -0.4677 -1.2595 4.0122 -1.49
C -2.4281 -0.1693 1.9737 -0.96
H -3.1885 -3.9504 -0.6081 0.44
H -3.0828 -2.7025 -1.8411 0.37
H -3.2193 -2.2565 -0.1342 0.35
H -0.2036 -5.0555 -1.9605 0.41
H 0.9594 -3.7612 -2.2063 0.36
H -0.5870 -3.7432 -3.0640 0.33
H -0.4441 -4.8145 1.0356 0.53
H -0.9312 -3.2985 1.7802 0.07
H 0.7088 -3.4906 1.1516 0.01
H 1.5109 1.8412 -2.6107 0.19
H 0.0243 2.7719 -2.3324 0.10
H 0.5281 2.3711 -3.9680 0.55
H 1.0492 -0.9880 -4.2237 0.36
H -0.2159 -0.2501 -5.2004 0.40
H -0.5784 -1.6835 -4.2463 0.30
H -2.5309 1.3896 -1.8496 0.25
H -2.8756 -0.2494 -2.4257 0.32
H -2.7410 1.0762 -3.5725 0.46
H 0.4457 2.2670 3.2071 0.33
H -0.4465 1.6631 4.5938 0.46
H -1.3021 2.4529 3.2697 0.33
H 0.3581 -1.0205 4.6813 0.40
H -0.2846 -2.2415 3.5819 0.36
H -1.3670 -1.3316 4.6298 0.45
H -2.6463 0.4042 1.0703 0.28
H -3.1739 0.1173 2.7193 0.53
H -2.5850 -1.2267 1.7551 0.09
```


ORCA calculation (ωB97M-V/def2-TZVPD) on C18H37O2P3W as an isolated structure.

Properties
2S+1: 3
Net charge: +4
HOMO level (spin up / spin down): -20.7 / -21.6 eV
Orbital gap (spin up / spin down): 3.84 / 5.91 eV
Molecular weight: 562.25 Da
Expectation value of S²: 2.468

The geometry in XYZ format:
```
61
Properties=species:S:1:pos:R:3:lowdin_spin:R:1
W -0.4315 -0.0609 -0.3013 1.81
P -0.0962 -0.6838 1.9323 0.08
P -2.8843 -0.3511 -0.0180 0.03
P -0.5364 2.2582 -0.0962 0.09
H 1.5807 -3.0209 -3.4507 0.00
C 2.6006 -2.6476 -3.3415 -0.10
C 3.3570 -2.9597 -2.2845 -0.06
H 2.9827 -3.5723 -1.4706 0.00
C 0.0391 -2.5129 2.1568 0.04
C -1.1073 -0.0984 3.3340 0.01
C 1.5609 -0.0925 2.4970 0.02
C -3.8297 -0.2855 -1.5658 0.01
C -3.3151 -2.0100 0.5958 0.02
C -3.8351 0.7187 1.0984 0.02
C 1.0707 3.1193 -0.0251 0.03
C -1.5341 3.3109 1.0062 0.02
C -1.1848 2.7113 -1.7331 0.00
H 3.0676 -2.1106 -4.1721 0.00
H 4.3910 -2.6470 -2.2153 0.00
H 0.8217 -2.9132 1.5014 0.00
H -0.8998 -3.0393 1.9333 0.00
H 0.3214 -2.6920 3.2060 0.01
H -2.0332 -0.6647 3.4792 0.00
H -1.3578 0.9669 3.2525 0.00
H -0.4772 -0.2264 4.2252 0.00
H 2.3783 -0.7352 2.1320 0.00
H 1.5087 -0.1469 3.5984 0.00
H 1.7521 0.9496 2.1929 0.00
H -4.8873 -0.2995 -1.2684 0.00
H -3.5956 -1.1657 -2.1765 0.00
H -3.6163 0.6279 -2.1384 0.00
H -4.4099 -2.0752 0.5324 0.00
H -2.9998 -2.1651 1.6370 0.00
H -2.8650 -2.7658 -0.0621 0.00
H -4.8747 0.7617 0.7143 0.00
H -3.4212 1.7362 1.1213 0.00
H -3.8551 0.3130 2.1284 0.00
H 0.9766 4.1295 0.4017 0.00
H 1.4924 3.2184 -1.0304 0.00
H 1.7745 2.5512 0.5928 0.00
H -1.0620 4.3022 0.9553 0.00
H -1.5217 2.9799 2.0527 0.00
H -2.5626 3.3875 0.6403 0.00
H -0.9288 3.7732 -1.8358 0.00
H -2.2729 2.5875 -1.7764 0.00
H -0.7253 2.1452 -2.5511 0.00
C 3.6204 -0.9289 -0.0403 -0.01
C 2.1476 -1.1503 -0.5954 -0.05
C 1.5344 -0.0531 -1.3993 -0.02
C 2.4911 0.9655 -1.8540 0.01
C 3.6725 1.2412 -1.1617 0.01
C 4.1701 0.3865 -0.1770 -0.09
O 4.1765 -1.8968 0.5026 -0.11
H 1.7135 -1.4779 0.3622 -0.01
H 2.0647 -2.1144 -1.1144 -0.01
H 0.8896 -0.3780 -2.2725 0.01
H 2.2101 1.6577 -2.6703 0.00
H 4.2405 2.1649 -1.3557 0.00
H 4.9567 0.6569 0.5374 0.00
O -1.4419 -2.1720 -2.5241 0.13
C -1.0011 -1.5074 -1.6420 0.11
```